Record 1
{"formula": "C3H12NOS", "method": "ωB97M-V/def2-TZVPD", "elements": ["C", "C", "C", "S", "N", "H", "H", "H", "H", "H", "H", "H", "H", "H", "H", "H", "H", "O"], "positions_angstrom": [[-0.42536, -0.57795, 0.77940], [0.83202, -0.24981, -0.02161], [0.48610, 0.44978, -1.34263], [1.85706, 0.33570, -2.58090], [-0.78379, -2.03077, 0.90544], [-0.29975, -0.15709, 1.78010], [-1.32743, -0.06048, 0.45182], [1.46372, -1.09407, -0.25024], [1.42155, 0.41525, 0.58181], [0.31231, 1.51340, -1.19531], [-0.26721, -0.07900, -1.91821], [2.12283, -0.97675, -2.52393], [-1.31385, -2.20163, 1.76779], [-1.30732, -2.39633, 0.11453], [0.00966, -2.59434, 1.17375], [-1.73862, 3.05630, 0.65673], [-0.21501, 3.66984, 0.68932], [-0.82691, 2.97795, 0.93214]], "forces_ev_per_angstrom": [[-0.1, 1.1, 0.8], [-0.8, 0.4, -0.8], [1.2, -1.0, -0.9], [0.4, 0.7, 0.2], [-0.2, 0.0, 1.5], [0.0, -0.6, 0.2], [0.1, -0.2, -0.5], [0.0, -0.6, 0.2], [0.4, 0.3, 0.2], [-0.4, -0.1, -0.2], [-0.8, 0.3, 0.6], [-0.3, -0.1, 0.2], [-0.8, 0.5, -0.4], [0.2, -0.3, -0.1], [0.9, -0.4, -0.9], [0.2, 0.9, -0.4], [-0.6, 0.6, -0.4], [0.5, -1.6, 0.7]], "multiplicity": 1, "e_above_lowest_kj_mol": 121.09, "homo_lumo_gap_ev": 8.21, "energy_ha": -649.40453, "charge": 1, "homo_energy_ev": -12.129}


Record 2
{"formula": "C3H12NP2", "method": "ωB97M-V/def2-TZVPD", "elements": ["C", "C", "C", "N", "P", "P", "H", "H", "H", "H", "H", "H", "H", "H", "H", "H", "H", "H"], "positions_angstrom": [[0.20651, 1.17074, 0.80373], [-0.88927, 0.59944, -1.11021], [0.48341, -1.09661, -0.06450], [-0.43556, -0.01675, 0.17875], [2.29543, -0.65903, -0.56582], [-1.84763, -0.71726, 0.98323], [0.84702, 0.86567, 1.68038], [0.86874, 1.69588, 0.14193], [-0.49680, 1.94404, 1.16158], [-0.02458, 0.55531, -1.82725], [-1.65811, 0.10822, -1.53562], [-1.04009, 1.54828, -0.80583], [0.00122, -1.77732, -0.76123], [0.71423, -1.62952, 0.86497], [2.53064, -2.04473, -0.51705], [2.13931, -0.75020, -1.96833], [-1.39863, -0.44727, 2.35900], [-2.29581, 0.65109, 0.98228]], "forces_ev_per_angstrom": [[1.2, 0.2, 3.1], [4.0, -1.5, -0.6], [2.4, -1.2, -0.3], [0.9, 1.8, -0.7], [-0.7, -0.4, -0.2], [-1.1, 1.5, 1.9], [-0.8, 0.1, -0.8], [0.3, -0.2, -0.7], [-0.2, -0.8, -0.2], [-0.8, 0.2, 0.7], [-2.9, -1.6, -1.2], [-1.3, 3.2, -0.1], [0.1, -0.1, 0.0], [-0.5, 0.1, 0.0], [0.4, -0.1, 0.1], [-0.1, 0.2, 0.0], [0.0, -0.5, -1.0], [-0.9, -0.7, 0.1]], "multiplicity": 1, "e_above_lowest_kj_mol": 21.63, "homo_lumo_gap_ev": 10.61, "energy_ha": -858.61843, "charge": 1, "homo_energy_ev": -14.136}


Record 3
{"formula": "C3H12NP2", "method": "ωB97M-V/def2-TZVPD", "elements": ["C", "C", "C", "N", "P", "P", "H", "H", "H", "H", "H", "H", "H", "H", "H", "H", "H", "H"], "positions_angstrom": [[-0.21789, -0.74160, 0.88820], [1.71952, 0.23679, 0.02181], [-0.24293, -0.04972, -1.51579], [0.34810, -0.23168, -0.18668], [0.18066, -1.56793, -2.64779], [-1.02959, 0.99056, 2.45549], [-0.24340, 2.05530, 3.25931], [-1.21272, -1.15667, 0.95034], [0.39129, -1.33991, 1.58035], [1.90016, 0.59572, 1.05307], [2.29050, -0.69109, -0.07333], [2.07372, 0.90290, -0.78100], [0.24215, 0.76427, -1.85302], [-1.36590, 0.20274, -1.48210], [-1.20186, -2.02120, -2.82017], [0.19352, -0.64820, -3.69153], [-1.71607, 1.78113, 1.49609], [-2.10926, 0.91859, 3.34674]], "forces_ev_per_angstrom": [[-2.8, -2.8, 5.0], [0.2, -0.6, -0.5], [-2.3, -2.6, 2.3], [1.7, 3.2, -3.7], [-1.0, 0.1, 0.5], [1.1, 1.9, 1.2], [-1.0, -1.2, -1.3], [-0.2, 0.1, -1.1], [0.4, 0.3, -0.5], [-0.4, 0.0, -0.7], [0.5, 0.0, 0.1], [-0.4, -0.1, 0.5], [1.6, 2.6, -1.7], [1.7, -0.7, 0.3], [1.0, 0.4, 0.0], [-0.1, -0.1, -0.7], [0.5, -0.1, 0.1], [-0.2, -0.3, 0.1]], "multiplicity": 3, "e_above_lowest_kj_mol": 0.00, "homo_lumo_gap_ev": [7.49, 6.25], "energy_ha": -858.46759, "charge": 1, "homo_energy_ev": [-10.358, -13.851]}


Record 4
{"formula": "C3H12O2S", "method": "ωB97M-V/def2-TZVPD", "elements": ["C", "C", "C", "S", "H", "H", "H", "H", "H", "H", "H", "H", "H", "H", "O", "H", "H", "O"], "positions_angstrom": [[0.21862, 1.29014, -1.08113], [0.21632, 1.39478, 0.43783], [-0.89260, 2.29812, 0.93808], [-0.90547, 2.12100, 3.20875], [1.07759, 0.74313, -1.50981], [-0.69251, 0.79562, -1.43744], [0.18172, 2.26808, -1.55724], [1.11721, 1.73593, 0.93920], [-0.01181, 0.39874, 0.83430], [-0.60671, 3.33772, 0.72079], [-1.91344, 2.02910, 0.70457], [-0.73458, 1.63417, 4.50283], [0.34142, -4.52222, -2.23432], [-0.87786, -3.76954, -2.79283], [-0.20322, -3.73815, -2.09983], [1.07165, -2.72182, -0.61539], [0.97865, -2.64615, 0.87502], [1.63499, -2.64865, 0.16662]], "forces_ev_per_angstrom": [[0.3, 0.0, -0.6], [-1.5, -0.5, 0.5], [1.1, 0.3, -1.3], [-0.2, 0.3, 1.1], [-0.2, 0.1, 0.2], [0.1, -0.1, 0.2], [0.2, 0.3, 0.0], [0.4, 0.0, -0.4], [0.3, 0.0, 0.1], [-0.6, -0.1, 0.4], [-0.1, 0.0, 0.0], [0.1, -0.1, -0.3], [-0.1, 0.1, 0.0], [0.2, 0.1, 0.2], [-0.1, -0.1, -0.2], [0.1, 0.1, -0.1], [0.2, 0.2, 0.1], [-0.4, -0.2, 0.0]], "multiplicity": 2, "e_above_lowest_kj_mol": 109.55, "homo_lumo_gap_ev": [3.99, 4.83], "energy_ha": -670.09103, "charge": -1, "homo_energy_ev": [-1.677, -2.521]}


Record 5
{"formula": "C3H12O2S2", "method": "ωB97M-V/def2-TZVPD", "elements": ["C", "C", "S", "S", "C", "H", "H", "H", "H", "H", "H", "H", "H", "H", "H", "O", "H", "H", "O"], "positions_angstrom": [[-3.55160, 0.70494, -0.30222], [-2.16390, 1.12104, -0.84004], [-0.77793, 0.33113, 0.07375], [0.29998, -0.45189, -1.64742], [1.26343, 0.99253, -2.31455], [-3.72529, -0.33543, -0.56245], [-3.56656, 0.81838, 0.78149], [-4.28285, 1.36300, -0.77351], [-1.98374, 2.19441, -0.85091], [-2.09647, 0.62469, -1.80495], [2.04836, 1.29320, -1.62114], [0.51820, 1.72957, -2.57236], [1.76264, 0.57380, -3.18866], [0.33697, -0.56896, 3.28979], [0.90508, 0.30870, 2.21753], [1.16787, -0.25143, 2.94443], [5.15593, -4.05374, 2.40296], [4.08418, -3.02718, 2.73574], [4.60570, -3.36678, 2.03253]], "forces_ev_per_angstrom": [[0.9, 0.8, 0.0], [0.0, -1.2, 0.7], [-1.4, 1.2, 2.1], [1.7, -0.9, -2.2], [-0.2, -1.6, 0.2], [-0.1, -0.1, 0.0], [-0.2, 0.0, 0.0], [-0.4, -0.1, 0.1], [-0.3, 0.0, -0.2], [0.2, 0.6, -0.5], [-0.3, 0.4, 0.1], [0.3, 0.6, -0.1], [-0.1, 0.4, -0.2], [-0.4, -0.1, 0.0], [-0.3, 0.3, -0.6], [0.6, -0.2, 0.5], [0.1, -0.2, 0.2], [-0.8, 0.5, 0.9], [0.7, -0.3, -1.2]], "multiplicity": 2, "e_above_lowest_kj_mol": 65.45, "homo_lumo_gap_ev": [2.87, 6.80], "energy_ha": -1068.32089, "charge": -1, "homo_energy_ev": [0.142, -3.792]}


Record 6
{"formula": "C3H12O2S2", "method": "ωB97M-V/def2-TZVPD", "elements": ["C", "C", "C", "S", "S", "H", "H", "H", "H", "H", "H", "H", "H", "H", "H", "O", "H", "H", "O"], "positions_angstrom": [[1.10300, -0.30103, 0.67486], [2.03216, 0.56090, -0.14859], [1.42808, -1.81320, 0.60123], [0.63950, -2.56757, -0.98186], [-1.33151, -1.96077, -0.85649], [0.04327, -0.11712, 0.67985], [1.29158, 0.09508, 1.67115], [3.09439, 0.36814, -0.13862], [1.74316, 0.79593, -1.18577], [2.11490, 1.59929, 0.42286], [0.85412, -2.24210, 1.46603], [2.41345, -2.07620, 0.78021], [-1.68553, -2.72598, 0.26463], [-1.86682, 1.31258, -1.52731], [-2.41599, 2.16694, -2.76351], [-2.35821, 2.08946, -1.81326], [-2.99696, 1.22817, 0.72884], [-2.03049, 2.26544, 1.14604], [-2.07209, 1.32202, 0.97969]], "forces_ev_per_angstrom": [[1.9, -0.6, 0.9], [-0.3, 3.8, 0.3], [-4.7, 1.0, 0.5], [0.7, 0.3, 1.0], [0.2, -0.8, 1.2], [-0.5, 0.1, -1.1], [0.3, -0.7, 0.7], [0.2, -1.2, 0.0], [0.0, -0.3, 0.4], [-0.6, -1.6, -1.4], [0.4, -0.1, -0.9], [2.1, -0.5, -0.5], [0.2, 0.6, -1.1], [0.1, 0.0, -0.4], [0.3, -0.5, -0.2], [-0.3, 0.5, 0.7], [0.0, -0.3, -0.1], [0.3, 0.3, 0.0], [-0.3, 0.0, 0.1]], "multiplicity": 1, "e_above_lowest_kj_mol": 130.48, "homo_lumo_gap_ev": 9.18, "energy_ha": -1068.31450, "charge": 0, "homo_energy_ev": -8.749}